Record 1
Entry from the Open Molecules 2025 dataset: a molecular structure, C27H46Br6F7N2O7Ti in a non-equilibrium geometry (wB97M-V/def2-TZVPD).

Computed properties:
Net charge = +1
LUMO energy = -4.65 eV
Max |F| = 4.73 eV/A

Geometry as XYZ:
```
96
C27H46Br6F7N2O7Ti (wB97M-V/def2-TZVPD)
C 14.551 11.190 16.605
H 7.476 10.739 16.576
H 13.128 6.454 15.915
C 19.556 12.057 13.097
H 7.999 9.650 11.257
O 8.847 12.125 16.057
C 11.339 15.967 13.325
C 10.957 7.518 10.457
C 13.869 9.118 6.535
C 12.893 11.693 11.145
H 19.878 14.229 12.814
H 12.932 17.018 9.368
C 15.273 7.551 9.600
O 16.586 9.438 9.703
H 13.251 16.243 7.821
H 19.029 11.186 12.656
H 11.653 16.039 14.388
F 14.468 6.785 8.831
C 15.178 11.653 12.331
H 8.904 13.098 16.214
H 12.692 12.036 12.164
H 7.857 7.323 11.721
C 12.550 11.715 15.702
F 16.094 12.084 8.554
Br 13.217 7.214 18.107
O 14.263 11.719 11.074
C 14.694 12.395 17.312
O 14.775 16.070 9.105
F 16.318 6.785 9.681
C 15.689 8.824 8.867
F 16.236 12.915 13.951
C 15.334 13.059 13.035
F 14.183 13.507 13.573
H 13.021 13.410 9.929
C 9.857 6.922 11.047
H 12.772 15.293 9.217
C 14.368 10.289 7.379
Br 19.336 11.790 15.039
Br 10.993 7.941 14.116
H 15.289 10.681 6.842
C 9.943 9.556 10.474
H 10.575 16.709 13.190
H 11.178 8.698 16.452
H 9.754 5.866 11.207
Ti 15.832 11.132 9.971
C 21.494 8.949 13.894
H 19.745 8.643 14.723
F 14.712 7.908 10.786
C 11.419 7.793 15.973
F 15.688 13.986 12.212
C 12.473 12.982 16.398
H 13.346 15.346 12.476
H 18.227 13.802 13.284
H 21.282 9.969 13.485
C 13.343 16.139 8.821
C 12.234 12.663 10.164
Br 18.409 13.666 10.826
H 12.143 15.800 11.269
H 11.836 6.869 10.180
N 13.476 10.806 15.846
H 16.163 8.595 7.976
H 11.696 11.465 15.056
Br 10.367 14.215 13.236
C 19.062 13.495 12.675
H 13.120 8.455 6.966
H 13.578 8.167 15.759
H 11.790 12.202 9.282
H 10.209 10.652 10.230
H 13.404 9.647 5.692
H 14.866 10.890 13.017
H 11.678 13.632 16.265
H 20.613 11.887 12.901
H 7.254 11.462 14.975
Br 13.109 17.908 12.452
H 15.115 15.324 8.620
C 12.896 7.429 16.233
C 7.494 11.671 16.054
H 14.752 8.660 5.946
H 15.607 12.614 17.917
N 11.016 8.855 10.180
O 20.265 8.217 14.076
H 12.532 10.636 11.145
H 6.703 12.399 16.427
O 16.350 11.421 11.591
C 13.564 13.225 17.242
C 12.479 16.063 12.255
O 14.661 9.835 8.718
C 8.836 9.078 11.065
H 11.443 13.272 10.630
C 8.786 7.735 11.339
H 13.684 11.127 7.377
H 10.765 7.072 16.497
H 15.335 10.483 16.674
H 22.000 8.439 13.073
H 13.643 14.149 17.797
H 22.093 8.911 14.800
```

Record 2
Entry from the Open Molecules 2025 dataset: a single C3H4OS2 molecule in a non-equilibrium geometry (wB97M-V/def2-TZVPD).

Computed properties:
Structure (SMILES) = O=C(C=S)CS
LUMO energy = -1.51 eV
Max |F| = 3.21 eV/A

Geometry as XYZ:
```
10
C3H4OS2 (wB97M-V/def2-TZVPD)
H 0.085 -0.734 -2.515
H -1.274 0.218 0.868
S -1.983 -1.192 -1.536
C -0.253 0.097 0.970
H 0.157 -0.752 1.452
S 0.379 1.545 1.853
C -0.496 -0.655 -1.598
C 0.322 -0.017 -0.482
O 1.411 0.415 -0.754
H 1.651 1.074 1.743
```

Record 3
Entry from the Open Molecules 2025 dataset: 2 unconnected molecules or ions with the total composition C4H10O (wB97M-V/def2-TZVPD).

Computed properties:
Structure (SMILES) = C=C(C)O.C
LUMO energy = 0.91 eV
Max |F| = 0.29 eV/A

Geometry as XYZ:
```
15
C4H10O (wB97M-V/def2-TZVPD)
H 1.153 -0.534 1.450
H -0.276 -2.067 -1.302
H 0.754 0.862 2.489
H -1.127 0.222 1.140
H 2.275 -0.023 2.743
H -0.319 -0.894 -2.642
H -1.830 -1.487 -1.908
C -0.795 -1.191 -1.706
H -0.334 1.940 -0.194
H 2.063 0.991 1.286
H -0.023 1.447 -1.956
C -0.348 1.168 -0.961
O -1.194 -0.510 0.510
C -0.756 -0.077 -0.708
C 1.564 0.322 1.990
```

Record 4
Entry from the Open Molecules 2025 dataset: a molecular structure, C2H3NP2 in a non-equilibrium geometry (wB97M-V/def2-TZVPD).

Computed properties:
LUMO energy = -0.47 eV
Max |F| = 7.86 eV/A

Geometry as XYZ:
```
8
C2H3NP2 (wB97M-V/def2-TZVPD)
P -0.232 -0.215 -0.426
C 1.317 -2.028 -0.096
H 0.761 -2.886 0.007
P 2.416 0.687 -0.036
H -0.306 -0.234 -1.988
C 0.891 1.145 -0.202
N 2.376 -1.402 0.119
H -1.531 0.322 -0.379
```

| no. | frontier orbital gap (eV) |
| --- | --- |
| 1 | 7.01 |
| 2 | 7.67 |
| 3 | 9.80 |
| 4 | 8.53 |